No. 1
The following is a quantum chemistry calculation of a molecular structure, C46H51Cl7ILaN5O3PSSi3 in a non-equilibrium geometry, from the OMol25 dataset.

Properties
Total charge ... -2
Spin multiplicity ... 1
LUMO energy ... 0.120 Ha
Relative energy (zero: lowest compared OMol25 entry of this formula, charge and spin) ... 0.5 kcal per mole
Frontier orbital gap ... 5.402 eV

XYZ file:
```
119
Properties=species:S:1:pos:R:3:forces:R:3
La 11.477420 15.237727 12.476194 1.16 0.02 -0.29
I 10.508147 15.796304 7.533418 0.00 -0.13 -0.13
C 9.045322 17.281580 7.511629 -0.07 -0.13 -0.35
C 7.764569 16.800289 7.441028 0.48 -0.46 0.46
C 6.703299 17.624597 7.099838 -1.32 0.75 -1.27
C 6.951935 18.904094 6.599146 0.57 -1.13 1.07
C 8.255221 19.456388 6.734879 -0.24 -0.35 -0.20
C 8.509980 20.797317 6.301964 -1.48 -0.25 -0.24
C 9.733577 21.337293 6.413399 1.14 0.60 -0.08
C 10.774507 20.583408 7.036200 -0.88 0.76 -0.31
C 10.555465 19.322501 7.507750 0.91 -0.09 0.09
P 11.806242 18.673920 8.719936 0.37 0.34 -0.22
C 13.397175 19.050511 7.820141 -0.95 0.04 0.35
C 14.519521 19.128045 8.633553 -0.76 0.43 0.44
C 15.739865 19.470196 8.098396 0.62 -0.34 0.45
C 15.897801 19.669898 6.737188 -0.28 -0.11 -0.51
C 14.767199 19.503387 5.903473 1.18 0.04 0.63
C 13.525066 19.219368 6.444017 0.14 -0.59 -0.14
C 11.752134 20.082057 9.916291 -0.06 -0.33 0.62
C 12.431773 21.303141 9.878675 0.37 -0.20 0.25
C 12.475841 22.136516 10.994085 -0.61 0.08 0.22
C 11.806146 21.782423 12.168830 -0.03 -0.05 -1.10
C 11.078014 20.615756 12.169339 -0.41 -0.16 1.26
C 11.067668 19.754536 11.094341 -0.31 -0.01 -0.34
C 9.325110 18.652470 7.274819 -0.74 0.71 -0.30
H 7.599321 15.736626 7.603866 -0.06 0.27 0.09
H 5.686692 17.161196 7.057685 0.92 0.65 0.00
H 6.192070 19.491764 6.124704 -0.41 0.23 0.01
H 7.672860 21.405999 5.884467 0.65 -0.68 0.38
H 9.892549 22.371482 6.058257 0.13 -0.67 0.31
H 11.718502 21.074693 7.224803 0.02 -0.03 0.00
H 14.367120 19.024374 9.714901 0.32 -0.22 -0.34
H 16.564912 19.477208 8.805299 0.19 0.29 -0.33
H 16.896723 19.908694 6.333369 -0.70 -0.17 0.09
H 14.913139 19.528740 4.840627 -0.11 0.20 -0.41
H 12.689111 19.012972 5.778284 0.04 0.28 0.17
H 13.050502 21.565934 9.030917 -0.11 0.04 -0.22
H 12.934703 23.112079 10.944674 0.41 0.01 -0.13
H 11.799753 22.401683 13.043324 0.17 0.34 0.24
H 10.558552 20.335095 13.094343 0.16 -0.06 -0.46
H 10.531586 18.814004 11.221258 0.21 0.12 -0.31
C 17.045962 13.774165 15.065882 -0.28 0.89 0.40
Si 15.670696 14.448616 13.926254 -0.12 -1.07 -0.30
C 16.644395 15.371139 12.604746 -0.76 0.13 -0.51
C 14.868027 15.910344 14.748490 -0.08 -0.23 1.35
C 14.607543 13.070045 13.317618 -0.40 0.98 -0.03
Si 13.757281 11.966137 14.463264 0.66 -0.01 0.31
C 14.770142 10.336109 14.827441 -0.90 0.32 -0.03
C 13.359585 12.856825 16.099316 -1.65 -0.99 -0.91
C 12.078708 11.273154 13.903330 -0.26 1.14 0.03
Si 15.018294 12.502652 11.689832 -0.07 -0.94 0.07
C 16.844414 12.047611 11.439011 0.90 -0.34 0.00
C 14.250230 10.855533 11.166549 0.03 -0.54 -1.19
C 14.589860 13.649041 10.249431 0.36 0.25 0.09
C 15.419825 13.665009 9.129224 -0.20 0.18 -0.14
C 15.211135 14.577107 8.102745 -0.67 -0.25 0.50
C 14.121488 15.421235 8.198298 0.04 0.14 0.40
C 13.328045 15.328996 9.350877 0.72 0.46 -0.95
N 13.555036 14.503763 10.362674 -0.55 0.15 0.01
H 17.648314 14.646021 15.336386 0.19 0.07 0.13
H 17.702494 13.098851 14.535691 0.05 -0.44 -0.13
H 16.695221 13.343812 16.010021 0.00 -0.21 -0.21
H 17.287630 16.033854 13.167208 0.28 0.42 0.08
H 15.899181 15.985088 12.053744 0.52 -0.20 0.11
H 17.255912 14.811122 11.903410 -0.03 -0.02 -0.06
H 15.640554 16.485821 15.257985 0.27 0.15 0.07
H 14.111388 15.690164 15.504060 0.15 -0.26 0.05
H 14.375532 16.587595 14.087633 -0.24 0.43 -0.88
H 15.697966 10.486127 15.386618 0.15 0.11 -0.47
H 14.895798 9.828293 13.849974 0.33 0.16 0.63
H 14.158157 9.689011 15.466322 -0.10 -0.13 -0.09
H 14.130268 13.468435 16.496293 0.68 0.65 0.32
H 12.438354 13.466744 15.855258 0.99 -0.49 0.63
H 13.107451 12.059186 16.823316 -0.10 0.45 -0.06
H 12.197065 10.532027 13.135077 -0.05 -0.53 -0.32
H 11.379735 12.047676 13.522000 0.49 -0.20 -0.02
H 11.537736 10.877798 14.752575 -0.06 -0.49 0.35
H 17.129337 11.369240 12.267830 -0.28 0.07 -0.32
H 17.518536 12.899565 11.572783 -0.08 -0.04 -0.20
H 17.126341 11.535764 10.486204 -0.32 0.32 0.58
H 14.667758 10.013398 11.727894 0.14 0.07 -0.08
H 14.480660 10.696130 10.068752 -0.06 0.09 1.04
H 13.171994 10.762691 11.228874 -0.24 0.24 0.10
H 16.237760 12.960090 9.087728 0.07 0.05 -0.04
H 15.844240 14.595941 7.248070 0.55 0.07 -0.57
H 13.915638 16.203330 7.459088 -0.01 -0.38 0.25
H 12.535776 16.050117 9.391492 -0.43 0.12 0.63
Cl 9.467608 16.340802 11.163552 -0.37 0.59 -0.41
Cl 13.090034 17.716817 11.897721 0.04 -0.91 0.10
O 10.859923 17.181501 16.105224 0.04 -0.56 -1.11
N 11.066870 16.709960 15.002528 1.39 -0.49 0.26
O 10.644520 17.221212 13.926137 0.08 -0.87 1.07
O 11.858501 15.626266 14.870112 -1.82 1.82 0.18
C 10.496170 8.700024 9.836261 -0.41 0.76 1.01
C 10.273279 10.225582 9.844776 -0.20 -1.02 -0.36
C 11.163990 10.896521 8.854517 -1.07 -0.35 -0.29
N 11.912455 11.883114 9.114350 0.88 0.87 -0.18
N 12.459455 12.477707 7.986819 0.05 0.15 1.37
C 12.070476 11.908476 6.918177 -0.03 0.24 -1.17
N 12.474938 12.361376 5.661250 0.85 0.59 0.43
S 11.048650 10.561366 7.118569 -0.41 -0.51 0.42
H 9.785018 8.157924 10.443932 -0.47 0.09 0.19
H 11.448310 8.429934 10.234246 0.94 0.00 0.16
H 10.423458 8.324676 8.855350 -0.08 -0.56 -1.35
H 10.468226 10.650406 10.821098 0.03 0.14 0.18
H 9.220494 10.434696 9.576150 0.52 0.04 0.17
H 13.106324 13.161932 5.867714 -0.70 -0.59 -0.56
H 11.691429 12.631575 5.080658 0.12 0.10 0.01
Cl 9.420258 13.662720 15.802864 -0.21 -0.19 -0.07
C 8.687702 12.996452 14.360913 0.57 0.27 -1.21
C 9.239775 13.429351 13.112895 -0.45 -0.45 0.80
C 8.610261 12.852462 12.019476 0.76 0.08 -0.41
Cl 9.212299 13.259155 10.393007 -0.05 -0.16 0.42
C 7.594818 11.906563 12.075827 -0.71 0.41 -0.59
Cl 6.812887 11.305901 10.624442 0.22 0.06 0.29
C 7.064047 11.580735 13.301839 -0.29 -0.86 0.63
Cl 5.710056 10.467863 13.399684 0.36 0.30 0.06
C 7.644849 12.069635 14.477421 0.46 0.81 -0.68
Cl 7.049472 11.601388 16.002537 -0.27 -0.23 0.57
```
Positions in Å, forces in eV/Å.



No. 2
The following is a quantum chemistry calculation of a molecular structure, C46H52Cl5N2O4P2Si4TcTe, from the OMol25 dataset.

Properties
Total charge ... +1
Spin multiplicity ... 4
LUMO energy (spin up / spin down) ... -0.116 / -0.160 Ha
Relative energy (zero: lowest compared OMol25 entry of this formula, charge and spin) ... 11.3 kcal per mole
Frontier orbital gap (spin up / spin down) ... 7.209 / 6.509 eV

XYZ file:
```
117
Properties=species:S:1:pos:R:3:forces:R:3
Tc 0.033798 -0.685671 -1.058087 -0.23 -0.34 0.09
N -2.210265 1.702130 0.188097 0.11 0.25 -0.06
P -1.731443 1.308655 1.797297 0.04 -0.07 -0.01
C -1.590079 2.981225 2.514933 -0.05 0.04 0.00
C -1.414347 4.140167 1.766057 0.06 0.03 -0.05
C -1.263773 5.371176 2.394922 0.00 -0.02 0.03
C -1.280114 5.453578 3.776635 0.00 0.00 -0.01
C -1.447150 4.299415 4.532883 0.01 0.04 0.02
C -1.598361 3.075108 3.908299 -0.02 -0.01 0.02
C -3.299759 0.760841 2.549481 -0.05 0.01 0.00
C -3.246217 -0.289333 3.458835 0.02 -0.05 -0.03
C -4.404080 -0.758282 4.066063 -0.01 -0.02 0.02
C -5.625865 -0.184496 3.756224 0.00 0.02 0.00
C -5.690115 0.866747 2.847827 -0.01 0.00 0.00
C -4.532993 1.339629 2.254490 0.03 0.03 0.00
P -1.607878 1.183904 -1.287847 0.03 0.03 0.05
C -3.061840 0.717276 -2.258420 -0.01 -0.01 0.02
C -4.336487 0.770481 -1.704457 -0.03 -0.09 0.09
C -5.435980 0.354262 -2.443283 0.00 -0.03 -0.02
C -5.269112 -0.117150 -3.735861 -0.02 0.01 0.04
C -3.998156 -0.171141 -4.295064 0.00 -0.02 -0.01
C -2.900391 0.239096 -3.559069 0.02 0.02 -0.08
C -0.951766 2.694873 -2.050889 -0.07 -0.07 -0.13
C -1.433963 3.204710 -3.252007 -0.05 0.03 0.05
C -0.833325 4.319145 -3.822704 0.02 0.02 0.01
C 0.247096 4.923998 -3.199394 -0.02 0.00 -0.02
C 0.727092 4.421047 -1.995905 0.02 0.00 0.01
C 0.132484 3.310108 -1.424126 0.07 -0.01 0.03
H -2.764913 2.548930 0.093643 -0.06 -0.04 0.04
H -1.374793 4.107939 0.684326 -0.02 -0.04 -0.01
H -1.134066 6.263951 1.797637 0.00 0.01 -0.01
H -1.164729 6.411312 4.265470 0.00 0.01 0.01
H -1.463807 4.356586 5.612982 0.00 0.00 0.01
H -1.741047 2.185735 4.512571 0.00 -0.01 -0.01
H -2.293494 -0.757061 3.687000 0.00 0.02 0.00
H -4.349645 -1.575842 4.772167 0.00 -0.01 0.01
H -6.530276 -0.550763 4.222580 -0.02 -0.01 0.01
H -6.643387 1.320830 2.610998 -0.01 0.00 0.00
H -4.594226 2.173311 1.563255 0.00 0.02 0.01
H -4.478706 1.094741 -0.681692 0.03 0.02 -0.01
H -6.421217 0.389513 -1.998742 -0.02 0.00 0.00
H -6.126813 -0.449720 -4.304635 -0.01 0.00 -0.02
H -3.858511 -0.546078 -5.300582 -0.01 0.00 -0.01
H -1.914409 0.181084 -4.007594 0.03 0.00 0.02
H -2.278251 2.742467 -3.744992 -0.01 0.00 0.00
H -1.215309 4.714439 -4.754056 0.00 0.01 -0.02
H 0.713686 5.791270 -3.647285 0.01 0.01 -0.01
H 1.568760 4.892059 -1.505188 0.01 0.01 0.00
H 0.520774 2.911877 -0.493258 -0.02 -0.01 0.00
O 1.073079 0.582036 0.312798 -0.01 0.01 0.00
C 1.522035 0.201554 1.406811 0.03 -0.03 -0.02
C 1.729470 -1.151806 1.810119 -0.01 0.07 0.13
C 2.163943 -1.365846 3.131310 0.02 -0.10 -0.07
C 2.433940 -2.636864 3.547137 0.01 0.05 0.08
C 2.322356 -3.733574 2.682426 -0.02 0.00 -0.06
C 1.924839 -3.541598 1.386539 0.02 0.03 0.07
C 1.597993 -2.250624 0.916403 0.04 -0.09 -0.06
O 1.226286 -2.122103 -0.325244 -0.12 0.17 -0.11
N 2.861857 -2.858313 4.936329 0.00 0.02 -0.07
O 3.013473 -4.006949 5.293328 0.02 0.02 0.02
O 3.032668 -1.876094 5.628924 -0.01 -0.02 0.04
H 1.804546 0.980181 2.125362 0.01 -0.02 -0.01
H 2.288358 -0.536550 3.814672 -0.01 0.01 0.01
H 2.556092 -4.720177 3.056376 0.00 0.00 0.01
H 1.839600 -4.368492 0.695954 -0.01 0.00 -0.02
Cl -0.423636 -2.573760 -4.492014 -0.01 0.01 0.03
C -1.561947 -2.670186 -3.191933 0.01 0.05 -0.07
C -1.300916 -2.054492 -1.970041 0.20 0.04 0.05
C -2.241508 -2.304835 -0.990537 -0.04 -0.01 0.17
Cl -1.798657 -1.634077 0.582807 -0.01 -0.01 -0.15
C -3.445355 -2.964952 -1.145909 0.07 0.02 -0.08
Cl -4.551064 -3.102261 0.153018 -0.01 0.00 0.00
C -3.709964 -3.486672 -2.410455 0.00 0.02 0.03
Cl -5.197890 -4.280166 -2.703818 0.00 0.00 -0.01
C -2.752060 -3.363483 -3.422483 -0.06 -0.02 0.01
Cl -3.082674 -4.040385 -4.965320 0.00 0.00 0.01
C 2.522226 1.147336 -6.620894 0.03 0.08 -0.01
Si 3.865401 1.403648 -5.337584 -0.02 -0.07 0.02
C 5.549630 1.082480 -6.095713 -0.02 0.03 -0.02
C 3.752949 3.157372 -4.683697 -0.03 -0.02 0.05
Si 3.596732 -0.088743 -3.522297 -0.01 0.01 0.01
Te 1.070507 0.188704 -3.221930 0.11 0.09 -0.07
Si 4.690195 0.686485 -1.586563 0.00 0.00 -0.05
C 6.472625 1.059733 -2.037205 -0.03 0.01 -0.03
C 4.634557 -0.645611 -0.274510 0.00 0.05 0.03
C 3.827898 2.232461 -0.967367 -0.02 -0.03 0.04
Si 3.962102 -2.358526 -4.039506 0.00 -0.04 0.00
C 3.147268 -2.807763 -5.670323 0.01 0.03 0.01
C 3.310560 -3.436658 -2.655621 0.02 0.02 -0.01
C 5.826410 -2.506366 -4.187412 -0.01 0.00 0.02
H 2.591428 1.948455 -7.361573 0.00 -0.01 -0.03
H 1.521018 1.190040 -6.190392 -0.02 0.01 0.02
H 2.622145 0.200118 -7.150316 0.02 -0.04 0.01
H 5.805682 1.891164 -6.784206 0.01 0.00 -0.03
H 5.554667 0.150378 -6.663237 -0.01 -0.03 0.00
H 6.340947 1.023058 -5.347591 0.01 0.01 0.03
H 3.755115 3.868989 -5.512115 0.01 0.01 -0.03
H 4.593184 3.402069 -4.032414 0.04 0.00 0.02
H 2.831543 3.310107 -4.115932 -0.02 0.00 0.00
H 7.062062 0.145120 -2.113473 0.01 -0.03 -0.02
H 6.929652 1.686751 -1.268818 0.01 -0.01 0.04
H 6.558224 1.591227 -2.985732 -0.01 0.05 -0.01
H 5.167954 -1.545336 -0.583722 0.04 0.00 -0.03
H 3.603875 -0.931558 -0.066285 0.01 -0.02 0.01
H 5.095717 -0.285021 0.648844 -0.03 -0.02 0.04
H 3.954627 3.072048 -1.651033 0.02 0.01 -0.05
H 4.238114 2.525268 0.003178 0.02 0.01 0.01
H 2.757671 2.058867 -0.844215 -0.01 -0.01 0.00
H 3.018755 -1.945217 -6.324226 0.02 0.02 -0.03
H 2.167522 -3.258330 -5.511919 -0.04 0.01 0.02
H 3.761625 -3.536395 -6.203407 0.01 -0.03 0.01
H 2.279778 -3.184570 -2.400564 -0.01 -0.01 -0.02
H 3.913404 -3.325034 -1.752701 -0.01 0.01 0.03
H 3.338959 -4.488077 -2.950836 0.02 -0.02 -0.03
H 6.217750 -1.879864 -4.990343 0.00 0.02 -0.03
H 6.105854 -3.539054 -4.407551 0.00 -0.03 -0.01
H 6.329275 -2.217852 -3.262488 0.00 0.00 0.03
```
Positions in Å, forces in eV/Å.



> Among the records above, which one has the lowest total charge?

C46H51Cl7ILaN5O3PSSi3



> Number 2 is which compound?

C46H52Cl5N2O4P2Si4TcTe



> Among the records above, which one has the highest relative energy (zero: lowest compared OMol25 entry of this formula, charge and spin)?

C46H52Cl5N2O4P2Si4TcTe



> Among the records above, which one has the lowest total charge?

C46H51Cl7ILaN5O3PSSi3